A molecular structure, C23H24F6N3OP2SSc, computed with ωB97M-V with the def2-TZVPD basis set.

Results
Largest force on an atom: 0.5 eV Å⁻¹
2S+1: 2
Charge: +3
Relative energy (zero: lowest compared OMol25 entry of this formula, charge and spin): 9.0 kcal per mole

XYZ file:
```
61
Properties=species:S:1:pos:R:3:forces:R:3:nbo_charge:R:1
Sc -1.360 0.549 -0.674 -0.18 -0.02 -0.49 1.598
O -3.227 -0.536 -1.383 0.09 0.07 0.01 -0.544
N -2.262 -1.402 -0.860 0.06 -0.09 0.06 -0.274
C -2.433 -2.662 -0.798 -0.01 -0.01 -0.02 0.195
C -1.406 -3.556 -0.284 -0.02 0.00 -0.01 -0.128
C -1.638 -4.911 -0.498 0.01 0.00 0.00 -0.110
C -0.693 -5.866 -0.133 -0.02 -0.01 -0.01 -0.143
C 0.493 -5.465 0.446 0.01 -0.01 0.01 -0.135
C 0.738 -4.111 0.681 0.01 0.00 0.00 -0.141
C -0.201 -3.146 0.338 0.02 0.02 -0.02 -0.375
P 0.200 -1.465 0.859 0.15 -0.13 0.00 1.186
C -0.510 -1.074 2.417 -0.13 0.05 0.01 -0.430
C -1.405 -1.970 3.041 0.03 -0.02 -0.02 -0.108
C -1.947 -1.642 4.263 -0.02 0.00 0.02 -0.201
C -1.633 -0.418 4.860 -0.01 0.02 0.01 -0.069
C -0.780 0.490 4.232 -0.01 0.01 0.03 -0.187
C -0.232 0.180 3.009 0.04 0.00 -0.03 -0.169
C 1.936 -1.174 0.713 -0.04 -0.08 0.02 -0.440
C 2.520 -1.410 -0.547 0.04 0.02 -0.02 -0.104
C 3.884 -1.276 -0.698 -0.02 -0.02 -0.03 -0.221
C 4.668 -0.892 0.390 0.02 -0.02 0.00 -0.088
C 4.092 -0.650 1.636 -0.03 0.01 0.03 -0.187
C 2.728 -0.784 1.807 0.03 0.05 0.04 -0.155
H -4.095 -0.940 -1.559 -0.04 -0.01 0.05 0.541
H -3.357 -3.105 -1.166 -0.01 0.00 0.00 0.240
H -2.561 -5.228 -0.969 0.01 0.00 0.00 0.247
H -0.891 -6.915 -0.312 0.00 0.01 0.00 0.268
H 1.238 -6.197 0.732 -0.01 0.01 0.00 0.265
H 1.669 -3.821 1.153 -0.01 0.00 0.00 0.245
H -1.626 -2.928 2.589 0.00 0.00 0.00 0.226
H -2.604 -2.336 4.769 0.00 0.00 -0.01 0.261
H -2.066 -0.168 5.820 0.01 0.00 0.00 0.259
H -0.559 1.439 4.702 0.00 -0.01 -0.01 0.259
H 0.409 0.894 2.505 0.01 -0.01 0.02 0.240
H 1.911 -1.719 -1.388 -0.01 0.01 -0.01 0.224
H 4.347 -1.483 -1.654 -0.01 0.02 0.01 0.256
H 5.739 -0.797 0.270 -0.01 0.01 0.00 0.258
H 4.716 -0.381 2.478 0.00 0.00 -0.01 0.261
H 2.291 -0.638 2.785 0.00 0.00 -0.01 0.241
S -0.190 0.659 -2.815 -0.06 -0.01 0.17 -0.239
C 0.156 2.381 -3.022 0.00 0.04 -0.05 0.404
N -0.678 3.123 -3.718 0.03 -0.05 0.02 -0.530
C -0.428 4.542 -4.038 0.01 0.00 -0.01 -0.227
C 0.472 5.141 -2.973 -0.01 0.01 0.00 -0.436
C 1.702 4.271 -2.780 0.01 0.01 0.01 -0.227
N 1.274 2.881 -2.538 -0.01 0.03 -0.01 -0.536
H -1.484 2.668 -4.116 -0.05 -0.02 -0.02 0.438
H -1.392 5.043 -4.076 0.00 0.00 0.00 0.247
H 0.027 4.598 -5.028 0.00 0.01 0.00 0.232
H -0.071 5.232 -2.032 0.00 0.00 0.00 0.226
H 0.776 6.141 -3.276 0.00 0.00 0.00 0.271
H 2.284 4.591 -1.919 0.00 0.00 0.00 0.242
H 2.348 4.290 -3.659 0.00 0.00 0.00 0.230
H 1.893 2.248 -2.061 0.04 -0.01 0.02 0.430
F -2.413 1.366 1.030 -0.07 0.03 0.10 -0.554
P -1.895 2.970 0.724 0.10 -0.04 0.02 2.644
F -0.361 2.029 0.307 -0.01 0.17 0.15 -0.585
F -2.261 2.500 -0.874 0.04 -0.02 -0.05 -0.545
F -3.299 3.538 0.942 0.00 -0.01 0.01 -0.507
F -1.190 4.232 0.184 0.01 0.02 -0.01 -0.519
F -1.364 3.070 2.170 0.00 0.00 0.02 -0.520
```
Positions in Å, forces in eV/Å.

***

A molecular structure, C2H4N4O in a non-equilibrium geometry, computed with ωB97M-V with the def2-TZVPD basis set.

Results
Largest force on an atom: 5.8 eV Å⁻¹
Charge: 0
Relative energy (zero: lowest compared OMol25 entry of this formula, charge and spin): 130.4 kcal per mole

XYZ file:
```
11
Properties=species:S:1:pos:R:3:forces:R:3:nbo_charge:R:1
C 1.228 0.764 0.161 1.87 -4.67 -0.67 0.134
C -0.469 -0.806 0.199 3.90 1.62 -3.09 0.513
H -1.530 2.361 0.153 3.75 -3.81 -2.26 0.483
H 1.782 1.617 0.005 0.12 2.38 0.44 0.214
H 0.946 -2.256 -0.173 0.91 0.60 -0.33 0.404
H -2.333 -0.889 0.134 -1.05 0.68 0.19 0.357
N -0.131 0.541 0.510 -0.43 3.95 -1.40 -0.187
N 1.900 -0.336 -0.212 -3.63 2.20 1.53 -0.193
N 0.873 -1.239 -0.178 -2.58 -3.24 0.88 -0.470
N -1.525 -1.380 -0.154 0.57 -1.06 0.85 -0.683
O -0.742 1.624 -0.445 -3.43 1.34 3.87 -0.572
```
Positions in Å, forces in eV/Å.

***

A single C3H5N3 molecule in a non-equilibrium geometry, computed with ωB97M-V with the def2-TZVPD basis set.

Results
Largest force on an atom: 1.4 eV Å⁻¹
Charge: 0
Relative energy (zero: lowest compared OMol25 entry of this formula, charge and spin): 91.2 kcal per mole

XYZ file:
```
11
Properties=species:S:1:pos:R:3:forces:R:3:nbo_charge:R:1
N -1.743 -0.248 0.029 -0.07 0.06 -0.12 -0.823
C -0.467 0.322 0.120 -0.31 0.63 -0.01 0.343
C 0.581 -0.675 0.206 -0.43 -0.92 0.48 -0.160
C 1.935 -0.436 -0.196 -0.08 0.68 0.62 -0.122
N 2.214 0.784 -0.126 1.25 -0.05 -0.52 -0.104
N -0.217 1.584 0.184 -0.31 -0.56 -0.39 -0.631
H -1.823 -1.064 -0.562 0.04 0.04 0.10 0.382
H -2.492 0.412 -0.127 0.09 -0.05 0.02 0.380
H 0.392 -1.555 0.821 -0.14 0.01 -0.31 0.206
H 2.667 -1.252 -0.281 -0.07 0.22 -0.16 0.206
H -1.047 2.129 -0.068 0.04 -0.08 0.29 0.324
```
Positions in Å, forces in eV/Å.